Entry 1:
Density functional theory data (ωB97M-V/def2-TZVPD) for a structure of composition C21H27BrN4NaO5.

## Properties
**E_LUMO**: 1.94 eV
**Calculated total energy**: -112873.9460 eV
**Charge**: -1
**HOMO-LUMO gap**: 6.01 eV
**Relative energy (zero: lowest compared OMol25 entry of this formula, charge and spin)**: 34.8 kJ/mol
**E_HOMO**: -4.070 eV

Atoms and positions in Å:
Br: 5.637 12.868 7.400
Na: 12.675 12.465 6.642
O: 15.401 10.881 10.129
O: 15.183 12.496 7.035
O: 13.889 12.122 4.659
O: 15.879 12.304 3.560
O: 13.776 12.251 9.441
N: 13.594 9.242 7.564
N: 12.906 6.833 7.096
N: 13.010 14.945 7.118
N: 13.342 15.141 9.390
C: 8.389 13.631 7.411
C: 12.082 7.402 8.166
C: 13.332 17.686 6.807
C: 9.315 11.153 6.606
C: 14.711 8.336 7.796
C: 7.948 11.358 6.756
C: 12.492 8.875 8.428
C: 15.960 12.186 5.859
C: 13.434 17.117 8.051
C: 9.748 13.392 7.211
C: 14.883 11.800 9.289
C: 14.295 6.870 7.524
C: 7.500 12.599 7.178
C: 15.134 12.221 4.557
C: 12.957 15.527 5.915
C: 13.090 16.871 5.704
C: 13.156 9.120 6.176
C: 15.854 12.219 8.218
C: 13.271 15.725 8.175
C: 12.756 7.639 5.888
C: 10.284 12.151 6.789
H: 13.631 17.692 8.941
H: 16.595 11.432 8.071
H: 8.035 14.596 7.733
H: 14.698 10.748 10.784
H: 9.606 10.150 6.290
H: 7.250 10.551 6.597
H: 16.396 11.183 5.979
H: 13.426 18.758 6.714
H: 15.518 8.618 7.123
H: 16.801 12.873 5.774
H: 11.037 7.295 7.872
H: 14.892 6.411 6.731
H: 12.818 8.979 9.463
H: 10.414 14.239 7.376
H: 13.391 7.181 5.128
H: 13.941 9.486 5.507
H: 13.354 14.133 9.427
H: 11.710 7.575 5.561
H: 15.062 8.447 8.819
H: 12.836 14.849 5.077
H: 12.286 9.767 6.050
H: 13.088 17.268 4.702
H: 11.662 9.557 8.234
H: 12.238 6.775 9.048
H: 16.422 13.067 8.640
H: 13.533 15.689 10.200
H: 14.385 6.238 8.412

Löwdin population analysis, charges in e, atoms 1 to 4:
1. Br 0.64
2. Na 0.31
3. O 0.11
4. O -0.14

=====

Entry 2:
Density functional theory data (ωB97M-V/def2-TZVPD) for a cluster of 3 separate species, C4H12NO2 in total.

## Properties
**E_LUMO**: -5.01 eV
**Calculated total energy**: -9918.4483 eV
**Charge**: +1
**HOMO-LUMO gap**: 8.74 eV
**Relative energy (zero: lowest compared OMol25 entry of this formula, charge and spin)**: 364.9 kJ/mol
**E_HOMO**: -13.755 eV

Atoms and positions in Å:
O: -1.781 -1.028 -2.957
O: -1.845 -0.816 -0.398
N: 0.677 -0.197 -0.157
C: 1.006 1.772 2.922
C: 1.106 -0.443 -1.417
C: 0.774 0.558 2.127
C: 1.299 0.622 0.889
H: 2.078 0.005 -1.782
H: -0.879 -1.314 -3.331
H: -0.107 1.944 3.383
H: 0.721 -1.130 -2.122
H: -2.213 -0.400 -1.267
H: 0.126 -0.126 2.617
H: 1.677 1.712 3.892
H: -0.243 -0.597 0.167
H: 1.262 2.738 2.351
H: 1.761 1.401 0.338
H: -2.439 -1.722 -3.228
H: -2.585 -1.442 -0.209

Löwdin population analysis, charges in e, atoms 1 to 4:
1. O -0.10
2. O -0.12
3. N 0.03
4. C -0.12

=====

Entry 3:
Density functional theory data (ωB97M-V/def2-TZVPD) for the molecule C2HO3P.

## Properties
**E_LUMO**: -1.11 eV
**Calculated total energy**: -17518.1229 eV
**Charge**: 0
**HOMO-LUMO gap**: 9.49 eV
**Relative energy (zero: lowest compared OMol25 entry of this formula, charge and spin)**: 75.8 kJ/mol
**E_HOMO**: -10.603 eV

Atoms and positions in Å:
P: 1.901 -0.200 0.105
O: 2.221 1.216 0.196
O: -2.551 0.372 -0.397
O: 3.036 -1.206 0.093
C: -0.151 -0.106 0.042
C: -1.313 0.071 -0.204
H: -3.144 -0.147 0.165

Löwdin population analysis, charges in e, atoms 1 to 4:
1. P 0.71
2. O -0.31
3. O 0.10
4. O -0.32